{
  "formula": "C8H8BBrN4O9",
  "method": "ωB97M-V with the def2-TZVPD basis set",
  "elements": ["C", "H", "C", "C", "H", "H", "N", "Br", "N", "O", "H", "N", "C", "C", "O", "O", "H", "O", "O", "O", "C", "O", "O", "O", "N", "B", "C", "C", "H", "H", "H"],
  "positions_angstrom": [[1.347, -0.271, -2.428], [1.003, -0.153, -3.453], [1.026, 0.446, 4.364], [0.949, 0.956, -1.616], [-3.114, -1.987, -2.446], [-4.692, -0.689, -0.932], [-3.213, 0.843, -0.973], [-3.956, 2.117, 0.104], [-3.798, -0.359, -1.256], [1.292, -1.983, 2.056], [0.833, -1.140, -2.031], [-1.184, 1.869, -1.614], [-2.946, -1.000, -2.051], [2.894, -1.098, 0.632], [0.255, 0.218, 2.186], [1.909, -0.345, 3.761], [1.833, 1.531, -1.354], [3.660, -1.036, -0.286], [1.060, 0.811, 5.500], [-1.013, 1.515, 3.510], [-2.037, 0.865, -1.636], [2.133, -3.419, 0.541], [-0.009, 1.814, -2.306], [2.538, -0.092, 1.413], [-1.872, -0.292, -2.304], [1.505, -0.553, 2.366], [2.082, -2.341, 1.055], [-0.059, 0.816, 3.328], [2.420, -0.402, -2.389], [0.509, 0.657, -0.668], [-1.354, 2.703, -1.074]],
  "spin_multiplicity": 1,
  "homo_energy_ha": -0.3433,
  "e_tot_ev": -103533.12733,
  "gap_ha": 0.256
}